{"formula": "C22H37FN2O6SSi", "method": "the ωB97M-V functional and the def2-TZVPD basis", "elements": ["C", "C", "C", "C", "C", "C", "C", "C", "C", "C", "C", "C", "N", "C", "C", "N", "C", "C", "O", "Si", "C", "C", "C", "S", "O", "O", "F", "H", "H", "H", "H", "H", "H", "H", "H", "H", "H", "H", "H", "H", "H", "H", "H", "H", "H", "H", "H", "H", "H", "H", "H", "H", "H", "H", "H", "H", "H", "H", "H", "H", "C", "C", "O", "C", "O", "O", "H", "H", "H", "H"], "positions_angstrom": [[5.8411, 2.6020, 1.7884], [5.3623, 1.9913, 0.4878], [4.8230, 2.9687, -0.5193], [5.3971, 0.6757, 0.3076], [5.1371, -0.0626, -0.9754], [4.0991, -1.2122, -0.9619], [2.9845, -1.0810, 0.0872], [3.4495, -1.6054, 1.4604], [1.7345, -1.8336, -0.3990], [0.4081, -1.3860, 0.2560], [-0.3360, -2.5058, 1.0036], [0.3713, -2.8016, 2.2577], [0.9367, -2.9763, 3.2357], [-1.8542, -2.1948, 1.3081], [-2.0238, -1.4830, 2.5839], [-2.1967, -0.8803, 3.5446], [-2.5708, -1.4105, 0.1930], [-4.0389, -1.0453, 0.4605], [-4.2104, 0.3061, 0.0768], [-5.7055, 1.0494, -0.0123], [-5.7962, 1.8637, -1.6997], [-5.8225, 2.3764, 1.2888], [-7.1243, -0.1615, 0.2028], [-2.6699, -3.8187, 1.5435], [-4.0358, -3.6466, 1.8767], [-1.8094, -4.7030, 2.2368], [-2.6337, -4.2660, 0.0243], [5.0928, 2.5003, 2.5779], [6.7640, 2.1301, 2.1254], [6.0406, 3.6671, 1.6600], [4.1149, 3.6359, -0.0152], [5.6022, 3.6109, -0.9392], [4.2982, 2.4802, -1.3341], [5.7413, 0.0852, 1.1531], [6.1008, -0.4763, -1.2930], [4.8531, 0.6321, -1.7639], [4.5944, -2.1772, -0.8218], [3.6492, -1.2336, -1.9574], [2.7130, -0.0237, 0.1915], [3.0467, -2.5990, 1.6603], [3.1555, -0.9524, 2.2833], [4.5362, -1.6841, 1.4950], [1.6351, -1.6697, -1.4750], [1.8828, -2.9103, -0.2665], [0.5947, -0.5557, 0.9431], [-0.2402, -1.0165, -0.5315], [-0.3028, -3.4119, 0.3947], [-2.0523, -0.4638, 0.0645], [-2.4753, -1.9714, -0.7364], [-4.6916, -1.6971, -0.1250], [-4.2873, -1.1819, 1.5155], [-6.8087, 1.8404, -2.1047], [-5.4718, 2.9050, -1.6355], [-5.1286, 1.3533, -2.3979], [-5.8199, 1.9838, 2.3068], [-6.7394, 2.9479, 1.1225], [-4.9778, 3.0635, 1.1906], [-7.8490, 0.2922, 0.8844], [-7.6361, -0.3323, -0.7463], [-6.8599, -1.1314, 0.6258], [0.7108, 2.6855, -2.2769], [0.0867, 1.3021, -2.2885], [0.9310, 0.5951, -3.2017], [2.1345, 1.2174, -3.2491], [3.1028, 0.7817, -3.7777], [2.0764, 2.4003, -2.5940], [0.6582, 3.1824, -1.3122], [0.3003, 3.3366, -3.0498], [0.1468, 0.8180, -1.3116], [-0.9390, 1.2819, -2.6465]], "forces_ev_per_angstrom": [[0.0, 0.0, -0.1], [-0.1, 0.2, 0.1], [-0.1, 0.0, 0.1], [0.1, -0.2, -0.1], [0.0, -0.1, 0.0], [0.0, 0.2, 0.1], [0.0, -0.3, 0.0], [0.1, 0.1, 0.0], [-0.1, 0.1, 0.0], [0.1, 0.0, 0.0], [-0.1, 0.1, 0.1], [-0.3, 0.0, -0.4], [0.2, -0.1, 0.4], [0.1, -0.1, 0.1], [0.0, 0.1, -0.1], [0.0, 0.0, -0.1], [-0.1, -0.1, 0.0], [0.1, 0.1, 0.0], [-0.1, -0.2, 0.0], [-0.2, 0.2, -0.1], [0.2, 0.0, 0.1], [0.2, 0.0, -0.1], [0.0, 0.0, 0.0], [0.0, 0.0, -0.1], [0.0, 0.0, 0.0], [-0.1, 0.0, 0.0], [0.0, 0.0, 0.2], [0.0, 0.0, 0.0], [-0.1, 0.0, 0.1], [0.0, 0.0, 0.0], [0.0, 0.0, -0.1], [0.1, -0.1, 0.0], [0.0, 0.1, -0.1], [0.1, 0.0, -0.1], [-0.1, 0.0, -0.1], [0.0, 0.1, 0.1], [0.0, 0.0, 0.0], [0.1, -0.1, 0.0], [0.1, 0.1, -0.1], [0.1, 0.0, 0.0], [-0.1, -0.1, 0.0], [0.0, 0.0, 0.0], [0.0, -0.1, 0.0], [0.0, 0.0, 0.0], [-0.1, 0.0, 0.0], [-0.1, -0.1, 0.0], [-0.1, 0.0, -0.1], [0.0, 0.0, 0.1], [0.1, 0.0, 0.0], [0.0, 0.0, 0.1], [0.0, 0.0, 0.0], [0.0, 0.0, 0.0], [0.0, 0.0, -0.1], [-0.1, 0.0, 0.0], [-0.1, 0.0, 0.0], [0.0, 0.0, 0.1], [0.0, 0.0, 0.0], [0.0, 0.0, 0.0], [0.0, -0.1, 0.0], [0.0, 0.0, 0.0], [-0.1, 0.0, 0.0], [0.0, 0.1, 0.1], [0.0, -0.1, 0.0], [0.0, 0.0, 0.1], [0.0, 0.0, 0.0], [0.0, 0.0, -0.1], [0.1, 0.0, 0.0], [0.0, 0.0, 0.0], [0.0, 0.1, 0.0], [0.0, 0.0, -0.1]], "nbo_charge": [-0.644, 0.029, -0.652, -0.208, -0.443, -0.380, -0.225, -0.619, -0.388, -0.394, -0.310, 0.271, -0.272, -0.355, 0.250, -0.232, -0.424, -0.060, -0.891, 1.884, -1.137, -1.141, -1.151, 2.414, -0.879, -0.867, -0.489, 0.217, 0.218, 0.209, 0.206, 0.216, 0.223, 0.190, 0.216, 0.219, 0.197, 0.211, 0.194, 0.212, 0.218, 0.212, 0.216, 0.203, 0.222, 0.210, 0.266, 0.248, 0.233, 0.184, 0.193, 0.240, 0.237, 0.240, 0.245, 0.238, 0.240, 0.246, 0.242, 0.245, -0.098, -0.101, -0.495, 0.970, -0.568, -0.491, 0.208, 0.190, 0.181, 0.208], "smiles": "CC(C)=CCC[C@H](C)CC[C@@H](C#N)[C@@](C#N)(CCO[Si](C)(C)C)S(=O)(=O)F.O=C1OCCO1", "lumo_energy_ev": 0.1, "e_above_lowest_kcal_mol": 0.00, "total_energy_ev": -60110.0744, "homo_lumo_gap_ev": 8.83}


{"formula": "C35H49ClGe2N6Pd", "method": "the ωB97M-V functional and the def2-TZVPD basis", "elements": ["Pd", "C", "N", "C", "C", "N", "C", "C", "C", "C", "C", "C", "C", "C", "C", "N", "C", "N", "C", "C", "N", "C", "C", "C", "N", "C", "C", "H", "H", "H", "H", "H", "H", "H", "H", "H", "H", "H", "H", "H", "H", "H", "H", "H", "H", "H", "H", "H", "H", "H", "H", "H", "H", "H", "H", "H", "H", "Cl", "C", "Ge", "C", "C", "Ge", "C", "C", "C", "C", "C", "C", "C", "C", "C", "C", "C", "C", "H", "H", "H", "H", "H", "H", "H", "H", "H", "H", "H", "H", "H", "H", "H", "H", "H", "H", "H"], "positions_angstrom": [[-1.2151, 0.5512, 0.2136], [-2.0088, -4.7424, -0.9161], [-1.1986, -3.6483, -0.4212], [0.0785, -4.0789, 0.0935], [-1.7029, -2.4013, -0.2176], [-1.2880, -1.5939, 0.7508], [-0.8185, -2.0579, 1.9593], [-1.4477, -3.1676, 2.5224], [-0.8734, -3.8665, 3.5786], [0.3763, -3.5156, 4.0158], [0.9930, -2.3295, 3.5630], [2.2504, -1.9568, 4.0792], [2.8113, -0.7546, 3.7395], [2.0732, 0.1580, 2.9951], [0.8101, -0.1527, 2.4943], [0.0786, 0.9107, 1.9747], [-0.0635, 2.0087, 2.7030], [-0.1439, 3.2312, 2.1398], [-1.0667, 4.2358, 2.6299], [0.2559, 3.4277, 0.7673], [-0.1055, 1.9644, 4.0663], [0.5719, 2.9526, 4.8770], [-0.6640, 0.8419, 4.7795], [0.3185, -1.4868, 2.6287], [-2.6729, -1.9724, -1.0674], [-3.4112, -0.7806, -0.7213], [-2.6491, -2.2495, -2.4898], [-1.9854, -5.5561, -0.1856], [-1.6137, -5.1288, -1.8574], [-3.0393, -4.4307, -1.0535], [-0.0408, -4.7314, 0.9635], [0.6870, -3.2259, 0.3761], [0.5998, -4.6351, -0.6890], [-2.3657, -3.5258, 2.0778], [-1.3830, -4.7197, 3.9998], [0.8948, -4.1213, 4.7421], [2.7482, -2.6219, 4.7665], [3.7884, -0.4770, 4.1033], [2.4608, 1.1532, 2.8292], [-1.3873, 4.0112, 3.6415], [-1.9482, 4.2440, 1.9819], [-0.5997, 5.2205, 2.6045], [1.0833, 2.7592, 0.5287], [0.5881, 4.4594, 0.6462], [-0.5768, 3.2482, 0.0717], [1.0692, 3.6780, 4.2383], [1.3273, 2.4602, 5.4967], [-0.1273, 3.4680, 5.5398], [-1.3441, 0.2974, 4.1261], [-1.2341, 1.2223, 5.6293], [0.0996, 0.1567, 5.1611], [-3.8672, -0.8802, 0.2708], [-4.1976, -0.6115, -1.4548], [-2.7039, 0.1125, -0.7144], [-1.8123, -2.8891, -2.7505], [-2.5380, -1.3047, -3.0307], [-3.5820, -2.7222, -2.8077], [-2.8906, 2.0461, 0.9231], [-2.6818, 1.6936, -3.8834], [-0.8256, 2.3246, -3.4962], [0.2314, 2.4647, -5.1862], [-1.0315, 4.1163, -2.6499], [0.1115, 0.7631, -1.7657], [0.6164, -0.9294, -2.7006], [0.2339, -1.1887, -4.0105], [0.6658, -2.3296, -4.6651], [1.4873, -3.2367, -4.0161], [1.8828, -2.9875, -2.7129], [1.4350, -1.8534, -2.0611], [1.9276, 1.4168, -1.2850], [2.6615, 0.8170, -0.2675], [3.9309, 1.2620, 0.0515], [4.4825, 2.3305, -0.6340], [3.7572, 2.9496, -1.6372], [2.4909, 2.4956, -1.9543], [-3.1996, 2.4393, -4.4798], [-3.2375, 1.5688, -2.9548], [-2.7052, 0.7583, -4.4376], [-0.2931, 3.1389, -5.8563], [0.3421, 1.5030, -5.6762], [1.2220, 2.8667, -4.9994], [-1.4365, 4.8135, -3.3781], [-0.0862, 4.5119, -2.2868], [-1.7330, 4.0608, -1.8193], [-0.4119, -0.4872, -4.5251], [0.3704, -2.5127, -5.6883], [1.8158, -4.1344, -4.5209], [2.5462, -3.6809, -2.2149], [1.7399, -1.6659, -1.0415], [2.2289, -0.0002, 0.2971], [4.4905, 0.7770, 0.8373], [5.4703, 2.6835, -0.3850], [4.1791, 3.7869, -2.1703], [1.9245, 2.9818, -2.7379]], "forces_ev_per_angstrom": [[0.4, -0.3, 2.2], [-0.1, -0.2, -0.1], [-0.4, 0.4, -0.1], [0.4, -0.1, 0.1], [0.4, -0.6, 0.3], [-0.1, 1.3, -1.7], [-0.1, -1.0, 1.1], [0.2, 0.9, -0.4], [0.6, -0.1, 0.4], [-0.4, -0.3, 0.0], [-0.1, 0.1, -0.1], [0.2, 0.3, 0.0], [0.0, -0.4, 0.3], [-0.7, -0.1, -0.4], [1.2, -0.1, 0.4], [-0.9, 0.1, -1.5], [0.1, 0.2, 0.4], [0.0, -0.3, -0.1], [-0.3, 0.2, 0.1], [0.3, -0.1, -0.3], [0.0, 0.1, -0.4], [0.1, 0.1, 0.1], [-0.2, -0.3, 0.0], [-0.1, -0.2, -0.1], [-0.1, 0.1, 0.1], [0.2, -0.4, 0.4], [0.0, -0.2, -0.4], [0.0, 0.0, 0.0], [0.0, 0.0, 0.0], [0.0, 0.0, 0.0], [0.0, 0.1, 0.0], [0.0, 0.0, 0.0], [0.0, 0.0, 0.0], [-0.1, 0.0, 0.0], [0.0, -0.1, 0.0], [0.0, 0.0, 0.1], [0.1, -0.1, 0.0], [0.1, 0.0, 0.1], [0.0, 0.1, 0.0], [0.0, 0.0, 0.0], [0.1, 0.1, 0.1], [0.1, 0.0, 0.1], [-0.1, 0.2, 0.0], [0.0, 0.0, 0.0], [0.2, 0.1, 0.1], [0.0, 0.0, 0.1], [0.0, 0.0, 0.0], [0.0, 0.0, 0.0], [0.0, 0.0, 0.1], [0.0, 0.0, 0.0], [0.0, 0.0, -0.1], [0.3, 0.3, -0.2], [0.2, 0.2, 0.0], [-1.3, -0.3, -0.7], [0.0, 0.0, 0.0], [0.0, -0.1, 0.0], [0.1, 0.0, 0.0], [-0.3, 0.6, -0.1], [0.5, 0.1, 0.1], [-1.0, 0.5, 0.1], [-0.1, -0.3, 0.7], [0.1, -0.5, -0.2], [1.7, -0.1, -1.4], [-0.5, 0.2, 0.7], [-0.2, 0.3, 0.0], [0.0, -0.1, -0.2], [0.0, 0.0, -0.1], [0.1, -0.2, 0.1], [0.1, 0.1, 0.2], [-0.5, -0.2, 0.4], [-0.1, -0.3, 0.0], [0.0, -0.1, 0.1], [0.0, 0.1, 0.0], [0.2, 0.1, 0.0], [-0.4, -0.1, -0.2], [0.0, 0.2, -0.1], [0.0, 0.0, 0.1], [0.1, -0.1, 0.0], [-0.2, 0.1, 0.0], [0.0, -0.1, 0.0], [0.1, 0.0, 0.0], [0.0, 0.0, -0.2], [0.1, 0.0, 0.0], [0.0, -0.1, 0.1], [-0.1, 0.0, -0.1], [-0.1, 0.0, -0.1], [0.0, 0.0, -0.1], [0.0, 0.0, 0.1], [0.1, -0.1, 0.1], [0.1, 0.0, 0.0], [0.0, -0.1, 0.1], [0.1, 0.0, 0.0], [0.0, 0.1, -0.1], [0.0, 0.2, -0.1]], "lowdin_spin": [0.698, 0.001, 0.017, 0.001, 0.010, 0.047, 0.003, 0.002, -0.001, 0.001, 0.000, 0.005, 0.000, 0.007, 0.004, 0.097, 0.006, 0.000, 0.000, -0.002, 0.009, 0.001, 0.001, 0.007, 0.000, 0.059, 0.000, 0.000, 0.001, 0.000, 0.001, 0.000, 0.001, 0.000, 0.000, 0.000, 0.000, 0.000, 0.000, 0.000, 0.000, 0.000, 0.000, 0.000, -0.001, 0.000, 0.000, 0.001, 0.000, 0.000, 0.000, 0.000, 0.004, 0.015, 0.000, 0.000, 0.000, 0.098, -0.001, -0.011, -0.005, -0.001, -0.045, -0.008, -0.003, 0.000, -0.002, 0.000, -0.002, -0.007, -0.002, 0.000, -0.001, 0.000, -0.003, 0.000, 0.000, 0.000, -0.001, 0.000, 0.000, 0.000, 0.000, 0.000, 0.000, 0.000, 0.000, 0.000, 0.000, 0.000, 0.000, 0.000, 0.000, 0.000], "lumo_energy_ev": [-4.7, -4.5], "e_above_lowest_kcal_mol": 46.05, "charge": 1, "spin_multiplicity": 2, "total_energy_ev": -175059.3219, "homo_lumo_gap_ev": [5.13, 5.34]}